1.
This record from the Open Molecules 2025 dataset describes a cluster of 10 separate species, C46H48N6O26S3 in total in a non-equilibrium geometry. The level of theory is ωB97M-V/def2-TZVPD.

Values from the calculation:
M (g/mol): 1197.11
Kohn-Sham gap (eV): 8.6
HOMO (eV): -9.758
Energy (eV): -143137.43713

CARTESIAN COORDINATES (ANGSTROEM)
H  -6.950  0.217  1.980
N  -4.943  0.965  -1.867
O  -8.409  -0.919  3.728
C  0.828  2.088  -0.405
C  -0.287  3.326  -3.945
H  -0.550  4.249  -3.452
O  7.559  -5.375  3.227
N  2.501  -4.074  1.484
O  -1.401  6.037  1.174
H  3.749  -4.163  6.364
H  0.102  -4.909  2.481
O  -3.585  5.492  0.995
H  8.101  -0.156  -1.099
C  5.878  -3.694  3.646
H  6.177  -0.110  -2.324
O  0.721  3.208  -0.957
H  2.271  -0.567  -0.003
C  -0.258  1.294  0.357
O  -2.168  4.002  2.479
O  5.729  6.820  -3.045
C  0.927  -5.597  2.596
H  5.487  -2.016  2.234
C  7.595  0.740  -0.739
H  -1.720  2.140  -2.913
H  -7.571  2.563  -6.227
C  0.444  3.459  -5.087
O  5.317  0.506  -0.585
H  -5.380  3.610  -5.656
H  -0.708  -2.675  -1.838
C  -3.510  -3.468  0.725
C  5.272  -2.527  3.160
C  3.247  -6.385  2.266
C  -6.004  -1.030  3.463
H  2.888  -2.174  5.558
H  3.767  -1.050  3.454
C  1.665  -7.826  3.351
C  -1.146  -3.694  -0.053
H  2.246  0.536  1.423
H  4.142  -6.246  1.677
C  2.925  -7.630  2.872
H  -0.335  -7.188  3.469
O  5.104  0.695  2.051
C  0.282  0.990  -5.435
C  3.233  4.309  -3.051
N  7.171  -4.210  3.041
H  -2.043  6.584  3.040
O  1.404  -0.056  -7.275
O  6.696  4.672  -4.084
C  -5.751  1.567  -2.997
C  -2.202  -4.013  0.794
S  5.629  5.361  -3.345
C  1.787  0.289  0.466
C  -5.221  2.508  -3.826
H  0.064  -0.781  1.167
H  -1.695  7.954  1.904
C  -7.069  1.150  -3.230
H  -4.696  -2.148  4.784
C  -0.887  2.110  -3.601
C  -3.695  -2.473  -0.243
H  0.129  -0.678  -0.552
C  -3.588  -1.107  3.376
H  1.357  -8.805  3.688
H  -0.450  1.762  1.323
S  5.753  1.246  0.843
H  -1.096  0.036  -4.111
O  -5.692  -3.372  1.391
O  3.360  -3.943  0.631
O  -0.052  -1.228  -6.118
H  -4.628  -1.977  -0.469
O  -1.980  3.821  -0.056
C  0.781  2.271  -5.861
O  2.002  1.447  -0.330
H  5.937  -5.091  5.257
H  1.554  2.291  -6.614
C  -2.709  -2.209  -1.106
O  -4.474  -4.884  2.324
H  -2.792  -1.522  -1.935
O  4.134  4.917  -3.965
C  -3.638  -0.101  2.392
H  -7.630  0.525  -2.551
C  -1.406  -2.754  -1.017
O  5.741  2.692  0.672
C  0.334  -0.107  0.354
O  -7.214  -2.273  5.049
N  0.545  -0.163  -6.307
O  7.256  0.661  0.582
S  -2.179  4.595  1.150
N  -7.316  -1.437  4.116
C  -7.114  2.416  -5.260
H  -2.139  -4.784  1.548
C  6.331  0.692  -1.602
H  -2.615  -1.473  3.668
C  -6.007  -0.195  2.311
H  3.556  5.316  -1.118
H  -4.235  2.887  -3.600
C  5.341  -4.282  4.860
C  -5.874  2.919  -4.988
H  0.858  4.423  -5.345
H  -0.293  -4.354  0.006
H  2.993  3.291  -3.358
C  -4.755  -1.465  3.949
C  3.667  -2.585  4.932
O  -5.427  0.011  -1.261
C  -0.605  0.971  -4.336
C  4.241  -3.743  5.499
O  5.238  4.447  -1.946
C  -3.552  6.864  1.511
H  -8.825  1.305  -4.517
C  -4.819  0.370  1.875
H  2.242  4.758  -3.113
C  2.268  -5.346  2.141
O  1.722  -3.100  1.625
C  3.884  4.407  -1.621
C  4.133  -2.011  3.783
H  6.205  1.629  -2.144
C  -7.796  1.595  -4.360
H  8.284  1.552  -0.972
H  -4.354  7.017  2.233
H  3.662  -8.417  2.934
H  -2.704  0.297  2.026
H  3.570  3.624  -0.931
O  7.901  -3.420  2.419
H  -1.213  1.233  -0.165
H  -4.838  1.158  1.136
N  -4.638  -3.954  1.557
O  -3.854  1.446  -1.533
C  -2.071  6.937  2.009
H  -3.790  7.513  0.669
C  0.650  -6.841  3.195

2.
This record from the Open Molecules 2025 dataset describes a structure of composition C4H5NO in a non-equilibrium geometry. The level of theory is ωB97M-V/def2-TZVPD.

Values from the calculation:
Energy relative to the best compared isomer or geometry (same formula, charge and spin) (eV): 4.232
2S+1: 3
M (g/mol): 83.09
<S²>: 2.008
Kohn-Sham gap (spin up / spin down) (eV): 6.0 / 7.5
HOMO (spin up / spin down) (eV): -5.004 / -9.592
Energy (eV): -7757.66021

CARTESIAN COORDINATES (ANGSTROEM)
H  -0.202  -1.672  1.500
C  -0.372  1.284  -1.103
H  -0.722  0.044  -3.241
H  -0.946  2.249  -0.906
C  -0.397  0.279  -2.180
O  0.634  1.150  -1.984
C  0.298  -0.719  1.145
H  1.341  -1.115  0.919
N  -0.187  -0.953  -1.409
C  -0.115  -0.466  -0.251
H  0.222  0.217  1.614

3.
This record from the Open Molecules 2025 dataset describes the molecule C15H23N3O4S2. The level of theory is ωB97M-V/def2-TZVPD.

Values from the calculation:
Energy relative to the best compared isomer or geometry (same formula, charge and spin) (eV): 0.000
M (g/mol): 373.50
Kohn-Sham gap (eV): 9.2
HOMO (eV): -8.925
Energy (eV): -50259.69021

CARTESIAN COORDINATES (ANGSTROEM)
C  3.034  3.531  1.278
H  -0.914  -3.677  0.812
H  -0.375  -1.914  -3.715
H  0.154  -3.394  -2.042
H  -1.574  -4.450  -0.631
C  0.146  5.354  4.159
H  0.137  4.724  5.046
H  4.142  1.050  -0.586
H  2.194  4.950  3.655
S  2.136  -0.664  0.124
C  -1.868  -3.496  -3.743
O  -4.540  -3.503  -3.525
H  -1.162  -4.242  -3.393
H  -0.028  3.380  2.257
H  -1.894  -0.475  -2.142
O  -3.280  -4.850  -1.907
C  -0.665  -4.076  -0.168
O  -1.273  0.244  -0.250
C  1.952  2.878  1.779
H  -3.958  -1.508  -1.919
H  0.016  -4.912  -0.034
H  -0.840  5.314  3.700
C  0.954  3.452  2.734
H  0.337  6.378  4.470
H  1.216  5.544  2.307
N  1.676  1.585  1.433
C  -0.594  -0.764  -0.210
C  0.481  -0.908  0.853
C  -1.788  -1.567  -2.105
H  0.368  -0.090  1.567
C  1.214  4.886  3.178
S  -3.369  -3.661  -2.714
H  1.006  -2.791  -0.643
C  -3.127  -2.167  -1.690
C  -1.439  -2.060  -3.525
H  3.264  4.549  1.541
O  4.935  3.347  -0.147
N  -0.737  -1.770  -1.113
H  -3.156  -2.453  -0.645
H  -1.990  -1.428  -4.223
C  3.937  2.887  0.361
H  0.920  2.794  3.607
C  2.459  0.996  0.601
H  -2.147  -3.702  -4.771
C  0.010  -3.011  -1.034
N  3.554  1.563  0.060
H  0.475  -1.873  1.353

4.
This record from the Open Molecules 2025 dataset describes a cluster of 15 separate species, C6H39N2O14 in total in a non-equilibrium geometry. The level of theory is ωB97M-V/def2-TZVPD.

Values from the calculation:
2S+1: 2
M (g/mol): 363.38
Charge: +2
<S²>: 0.767
Kohn-Sham gap (spin up / spin down) (eV): 6.3 / 2.5
HOMO (spin up / spin down) (eV): -14.504 / -14.504
Energy (eV): -38481.92363

CARTESIAN COORDINATES (ANGSTROEM)
O  -3.507  1.608  2.897
H  -0.544  -0.581  -1.638
H  -1.718  2.364  0.990
H  -5.625  -1.330  -3.169
H  1.535  -3.532  -2.352
C  -0.400  0.313  -1.049
O  4.035  3.496  -0.249
H  -3.691  -3.235  0.061
H  -3.541  1.457  -0.239
H  5.371  -3.243  0.372
O  -4.682  -1.491  -3.216
H  -4.953  4.548  -1.306
H  -0.939  -2.130  1.359
H  2.136  -0.252  -1.624
H  -3.233  0.457  -1.593
N  0.755  0.853  -0.573
O  -4.939  4.005  -0.518
H  0.958  2.787  4.312
H  1.111  2.397  0.979
H  2.938  -4.114  1.894
H  1.765  -3.327  1.350
H  1.695  4.332  2.441
H  -5.010  3.108  -0.843
H  0.363  -2.760  -0.699
H  3.705  -3.655  -0.483
H  2.909  -0.092  1.267
H  -3.075  -0.222  0.122
H  -0.672  -3.711  -0.139
O  -1.345  -1.910  2.197
O  -2.912  2.299  -3.574
O  6.083  -2.942  0.937
H  1.998  -2.262  -3.035
O  2.303  4.681  1.790
O  -3.981  -2.809  -0.746
C  -2.927  0.615  -0.559
H  6.487  -2.223  0.451
O  2.545  -3.811  1.076
H  -3.466  -3.228  -1.436
H  -3.281  2.462  3.265
H  -4.402  1.447  3.196
H  3.543  3.810  0.510
O  1.570  -2.582  -2.240
H  -1.986  2.063  -3.518
O  4.489  -3.775  -1.019
H  -2.237  -2.248  2.128
H  3.428  -1.214  0.038
O  -0.163  -2.932  0.082
H  1.752  -1.331  0.572
H  2.888  1.078  -0.790
H  1.889  5.488  1.483
N  -1.522  0.922  -0.435
C  0.419  1.904  0.312
H  -0.181  3.706  3.923
H  4.466  -4.696  -1.277
C  2.132  0.301  -0.685
O  0.638  3.334  3.595
H  -3.017  3.010  -2.942
C  2.571  -0.636  0.385
H  4.952  3.548  0.021
H  -4.482  -1.979  -2.418
C  -0.998  1.860  0.362

Copy entry 4 word for word.
This record from the Open Molecules 2025 dataset describes a cluster of 15 separate species, C6H39N2O14 in total in a non-equilibrium geometry. The level of theory is ωB97M-V/def2-TZVPD.

Values from the calculation:
2S+1: 2
M (g/mol): 363.38
Charge: +2
<S²>: 0.767
Kohn-Sham gap (spin up / spin down) (eV): 6.3 / 2.5
HOMO (spin up / spin down) (eV): -14.504 / -14.504
Energy (eV): -38481.92363

CARTESIAN COORDINATES (ANGSTROEM)
O  -3.507  1.608  2.897
H  -0.544  -0.581  -1.638
H  -1.718  2.364  0.990
H  -5.625  -1.330  -3.169
H  1.535  -3.532  -2.352
C  -0.400  0.313  -1.049
O  4.035  3.496  -0.249
H  -3.691  -3.235  0.061
H  -3.541  1.457  -0.239
H  5.371  -3.243  0.372
O  -4.682  -1.491  -3.216
H  -4.953  4.548  -1.306
H  -0.939  -2.130  1.359
H  2.136  -0.252  -1.624
H  -3.233  0.457  -1.593
N  0.755  0.853  -0.573
O  -4.939  4.005  -0.518
H  0.958  2.787  4.312
H  1.111  2.397  0.979
H  2.938  -4.114  1.894
H  1.765  -3.327  1.350
H  1.695  4.332  2.441
H  -5.010  3.108  -0.843
H  0.363  -2.760  -0.699
H  3.705  -3.655  -0.483
H  2.909  -0.092  1.267
H  -3.075  -0.222  0.122
H  -0.672  -3.711  -0.139
O  -1.345  -1.910  2.197
O  -2.912  2.299  -3.574
O  6.083  -2.942  0.937
H  1.998  -2.262  -3.035
O  2.303  4.681  1.790
O  -3.981  -2.809  -0.746
C  -2.927  0.615  -0.559
H  6.487  -2.223  0.451
O  2.545  -3.811  1.076
H  -3.466  -3.228  -1.436
H  -3.281  2.462  3.265
H  -4.402  1.447  3.196
H  3.543  3.810  0.510
O  1.570  -2.582  -2.240
H  -1.986  2.063  -3.518
O  4.489  -3.775  -1.019
H  -2.237  -2.248  2.128
H  3.428  -1.214  0.038
O  -0.163  -2.932  0.082
H  1.752  -1.331  0.572
H  2.888  1.078  -0.790
H  1.889  5.488  1.483
N  -1.522  0.922  -0.435
C  0.419  1.904  0.312
H  -0.181  3.706  3.923
H  4.466  -4.696  -1.277
C  2.132  0.301  -0.685
O  0.638  3.334  3.595
H  -3.017  3.010  -2.942
C  2.571  -0.636  0.385
H  4.952  3.548  0.021
H  -4.482  -1.979  -2.418
C  -0.998  1.860  0.362